<i>
The following is a quantum chemistry calculation of a 6-piece molecular cluster, C2H15NO5 overall, from the OMol25 dataset.

SMILES: C=CN.O.O.O.O.O
HOMO (eV): -8.23
Charge: 0

Each line ends with the Löwdin charge.
Geometry (Å):
O -2.132 -2.796 -2.900  -0.004
O 0.924 -2.150 -1.872  -0.073
O 0.874 -1.589 1.230  -0.116
O 3.020 0.394 -2.148  -0.084
O 2.379 1.710 1.458  -0.046
N -2.530 0.819 1.377  0.033
C -1.376 1.622 1.759  -0.255
C -1.387 2.950 1.619  -0.035
H 0.693 -2.025 0.231  0.117
H 2.220 0.015 -2.524  0.003
H -3.282 1.352 1.532  0.003
H -2.106 -2.771 -1.998  -0.020
H 2.016 0.727 1.510  0.088
H -0.577 3.517 1.395  -0.003
H 3.188 1.694 1.811  -0.054
H -2.826 -3.363 -3.184  0.027
H -2.305 3.594 1.728  0.067
H 0.265 -1.409 -2.109  0.095
H 2.875 1.009 -1.380  0.053
H 1.763 -1.786 1.410  -0.016
H -2.500 -0.084 1.903  0.092
H 1.195 -2.493 -2.710  0.034
H -0.389 1.064 1.859  0.096

---

<ii>
The following is a quantum chemistry calculation of a 5-piece molecular cluster, C2H15NO5 overall, from the OMol25 dataset.

SMILES: NCCO.O.O.O.O
HOMO (eV): -9.18
Charge: 0

Each line ends with the Löwdin charge.
Geometry (Å):
O -2.145 -0.742 0.334  -0.073
O -2.957 1.630 2.452  -0.048
O 2.309 0.035 0.485  -0.065
O 2.978 -2.598 -0.487  -0.048
O 0.336 2.922 -0.300  -0.060
N -0.178 0.342 -1.873  0.022
C -0.723 -0.942 0.285  -0.245
C -0.265 -0.921 -1.150  -0.290
H 2.088 -0.808 0.059  -0.016
H -2.360 0.141 0.024  0.058
H 2.653 0.557 -0.247  0.038
H -0.584 -1.945 0.699  0.121
H -0.874 0.994 -1.575  0.039
H -2.701 1.580 1.531  0.002
H 2.569 -3.372 -0.893  0.052
H -2.606 0.852 2.892  0.038
H -0.025 2.460 0.466  0.029
H -0.793 -1.613 -1.821  0.112
H 3.875 -2.611 -0.840  0.055
H 0.545 3.800 0.043  0.046
H 0.673 -1.464 -1.275  0.083
H 0.731 0.776 -1.807  0.047
H -0.142 -0.292 0.941  0.101

---

Going by the energies, <ii> is most stable and the next is 0.0595 hartree up.

---

<i>
The following is a quantum chemistry calculation of C15H7BF6N2O11S2Ti as an isolated structure, from the OMol25 dataset.

HOMO (eV): -1.07
Charge: -2

Each line ends with the Löwdin charge.
Geometry (Å):
Ti 0.249 1.153 0.527  1.113
S 1.151 0.589 2.922  0.823
S 1.855 -1.930 3.781  0.491
F 1.122 3.597 2.031  -0.139
F 2.989 4.261 2.914  -0.109
F 2.890 -2.268 1.311  0.113
F 1.174 4.240 4.106  -0.116
F 3.963 -3.284 2.886  0.084
F 4.153 -1.145 2.665  0.113
O -3.115 -1.110 0.751  0.079
O -0.231 1.159 2.567  -0.513
O 0.149 4.579 -1.517  0.105
O 0.779 2.698 -0.452  -0.102
O 1.390 -3.286 3.948  -0.333
O 1.655 -1.094 -1.144  0.152
O -0.334 -0.550 -2.110  0.125
O 1.823 0.616 1.492  -0.510
O -0.959 -0.447 0.715  -0.096
O -4.930 3.118 -1.864  0.074
O 2.533 -1.335 4.913  -0.343
N 0.793 -1.050 3.076  -0.382
N -1.478 1.840 -0.121  0.048
C -1.491 2.987 -0.809  -0.108
C -3.745 1.447 -0.616  0.081
C -0.083 3.534 -0.956  -0.524
C 3.279 -2.155 2.585  -0.659
C -0.035 -3.920 -3.553  -0.116
C -0.640 -2.681 -3.330  -0.005
C 1.240 -2.130 -1.916  -0.203
C 0.023 -1.802 -2.503  -0.212
C 1.853 -3.342 -2.142  0.011
C 1.187 -4.241 -2.975  -0.109
C -3.790 2.673 -1.279  -0.270
C -2.640 3.449 -1.401  0.091
C -2.555 1.060 -0.052  -0.109
C -2.223 -0.308 0.552  -0.542
C 1.897 3.421 3.209  -0.425
B 0.671 -0.095 -1.205  -0.359
H 1.622 -5.215 -3.162  0.090
H 2.794 -3.577 -1.664  0.119
H -5.623 2.468 -1.706  0.108
H -1.598 -2.428 -3.764  0.111
H -2.631 4.373 -1.961  0.135
H -4.598 0.779 -0.578  0.131
H -0.538 -4.650 -4.175  0.087

---

<ii>
The following is a quantum chemistry calculation of C15H7BF6N2O11S2Ti as an isolated structure, from the OMol25 dataset.

HOMO (eV): -1.02
Charge: -2

Each line ends with the Löwdin charge.
Geometry (Å):
Ti 0.840 -0.062 -0.824  1.129
S 3.280 -0.223 -1.717  0.858
S 4.658 -1.472 -3.738  0.523
F 5.898 -0.225 -5.688  0.110
F 6.423 3.868 -1.723  -0.174
F 4.465 4.221 -0.829  -0.165
F 3.741 -0.147 -5.837  0.110
F 5.879 2.874 0.146  -0.168
F 4.767 1.081 -4.378  0.135
O -0.978 -3.736 -1.256  0.080
O 2.040 0.732 -2.021  -0.494
O -1.669 2.766 0.774  0.098
O 0.092 -1.779 -1.631  -0.092
O 1.800 -0.765 2.188  0.161
O -0.209 1.617 -0.518  -0.106
O 1.173 1.423 2.048  0.171
O 5.838 -1.321 -2.940  -0.305
O 4.514 -2.649 -4.551  -0.310
O 2.509 -1.068 -0.640  -0.531
O -4.449 -1.511 2.147  0.065
N 3.290 -1.177 -3.002  -0.378
N -1.038 -0.585 0.160  0.051
C 1.529 1.143 3.335  -0.192
C -1.494 -1.818 0.061  -0.136
C 4.768 -0.104 -4.973  -0.683
C 2.306 -0.755 4.610  0.000
C 2.319 0.077 5.729  -0.110
C -3.316 -1.225 1.454  -0.275
C -2.887 0.103 1.437  0.091
C -0.725 -2.575 -1.017  -0.545
C -1.170 1.751 0.349  -0.556
C 5.328 3.125 -1.155  -0.399
C -2.639 -2.203 0.723  0.075
C 1.944 1.414 5.641  -0.107
C 1.541 1.976 4.430  0.011
C -1.728 0.381 0.748  -0.136
C 1.904 -0.191 3.421  -0.203
B 1.350 0.242 1.319  -0.385
H 1.975 2.035 6.527  0.091
H 2.607 -1.793 4.662  0.115
H 2.635 -0.324 6.684  0.090
H 1.259 3.016 4.339  0.121
H -4.638 -2.451 2.059  0.105
H -3.459 0.889 1.908  0.134
H -3.007 -3.217 0.624  0.128

---

Going by the energies, <ii> is most stable and the next is 0.0176 hartree up.

---

<i>
The following is a quantum chemistry calculation of a 2-piece molecular cluster, C3H7BrN overall, from the OMol25 dataset.

HOMO (eV): -14.76
Charge: +1

Each line ends with the Löwdin charge.
Geometry (Å):
Br 3.877 0.712 -0.347  0.536
N 0.759 0.748 0.162  0.188
C -0.459 0.300 0.326  -0.077
C -1.160 -0.743 -0.229  -0.095
C -2.479 -0.995 0.048  0.187
H -0.766 -1.521 -0.951  0.149
H -0.918 1.003 0.901  0.124
H 4.583 1.768 -0.713  -0.325
H 1.099 1.533 0.694  0.124
H 1.442 0.225 -0.388  0.031
H -2.888 -1.917 -0.334  0.099
H -3.039 -0.371 0.625  0.060

---

<ii>
The following is a quantum chemistry calculation of an isolated ion of composition C3H7BrN and charge +1, from the OMol25 dataset.

SMILES: C=C(Br)C[NH3+]
HOMO (eV): -14.37
Charge: +1

Each line ends with the Löwdin charge.
Geometry (Å):
Br 2.444 -0.234 -0.028  0.701
N -0.516 -1.534 -0.305  0.162
C 0.647 0.747 -0.017  -0.601
C 0.479 2.016 -0.162  0.047
C -0.463 -0.188 0.414  -0.192
H -0.553 2.279 0.036  0.101
H -0.570 -0.453 1.491  0.150
H -1.410 0.318 0.019  0.154
H 0.517 -1.629 -0.570  0.091
H -1.212 -1.671 -0.945  0.117
H 1.182 2.694 -0.367  0.050
H -0.546 -2.344 0.434  0.221

---

Going by the energies, <i> is most stable and the next is 0.0076 hartree up.